# 1
DFT (the ωB97M-V functional and the def2-TZVPD basis) results for a molecular structure, C17H32Cl2O2P2Sn.

Summary:
molecular weight = 520.0 g mol⁻¹
total charge = +2
maximum force = 2.5 eV/A
electronic energy = -2633.848329 Eh
HOMO-LUMO gap (spin up / spin down) = 3.2 / 3.3 eV
E_LUMO (spin up / spin down) = -9.9416 / -9.9426 eV
energy above the lowest of the compared OMol25 structures with the same formula, charge and spin = 70.3 kJ/mol
E_HOMO (spin up / spin down) = -13.2 / -13.2 eV

Positions of all 56 atoms, in Å:
1 P 2.149 0.961 -5.091
2 P 0.452 0.602 4.070
3 C -0.179 1.104 1.394
4 C -0.171 1.743 2.688
5 H -0.317 0.005 1.450
6 H -0.591 1.723 0.571
7 H 0.564 2.580 2.736
8 H -1.202 2.103 2.926
9 C -0.458 -0.986 3.791
10 H -0.172 -1.639 4.634
11 H -0.119 -1.508 2.880
12 H -1.549 -0.841 3.798
13 C -0.659 1.413 5.285
14 H -1.550 0.808 5.468
15 H -0.949 2.406 4.920
16 H -0.089 1.537 6.209
17 C 2.630 -0.553 -4.184
18 H 3.330 -0.359 -3.348
19 H 3.116 -1.270 -4.870
20 H 1.678 -1.011 -3.847
21 C 2.226 2.120 -3.680
22 H 1.175 2.350 -3.456
23 H 2.736 3.045 -3.981
24 H 2.723 1.723 -2.787
25 Sn -0.225 -0.273 -0.862
26 C -2.408 0.007 -0.072
27 C -1.990 -1.349 -0.172
28 C -2.371 -2.261 -1.295
29 C -2.392 -1.546 -2.682
30 C -1.255 -0.549 -2.852
31 C -1.219 0.846 -2.531
32 C -2.348 1.664 -1.958
33 C -3.228 0.810 -1.017
34 C 1.733 0.529 -0.492
35 H -2.372 0.425 0.932
36 H -1.657 -1.846 0.741
37 H -3.347 -2.718 -1.093
38 H -1.657 -3.092 -1.350
39 H -2.235 -2.326 -3.452
40 H -3.382 -1.098 -2.885
41 H -0.468 -0.880 -3.533
42 H -0.479 1.407 -3.106
43 H -2.949 2.110 -2.771
44 H -1.940 2.530 -1.399
45 H -3.857 1.507 -0.444
46 H -3.926 0.212 -1.606
47 H 2.141 0.496 0.533
48 H 1.799 1.537 -0.909
49 H 2.321 -0.150 -1.127
50 Cl 2.736 -3.486 3.805
51 C 3.701 -2.352 2.867
52 Cl 4.719 -3.100 1.648
53 C 2.690 -1.354 2.133
54 O 3.015 -0.163 2.356
55 O 1.742 -1.817 1.467
56 H 4.332 -1.777 3.550

---

# 2
DFT (the ωB97M-V functional and the def2-TZVPD basis) results for a molecular structure, C41H35BeClN2Si2.

Summary:
molecular weight = 656.4 g mol⁻¹
total charge = 0
maximum force = 3.6 eV/A
electronic energy = -2746.846792 Eh
HOMO-LUMO gap = 3.4 eV
E_LUMO = -2.0880 eV
energy above the lowest of the compared OMol25 structures with the same formula, charge and spin = 0.0 kJ/mol
E_HOMO = -5.5 eV

Positions of all 82 atoms, in Å:
1 C 4.075 2.909 0.790
2 C 3.867 1.481 0.991
3 C 3.568 0.908 -0.293
4 H 4.170 0.913 1.871
5 C 3.563 1.943 -1.253
6 C 3.855 3.169 -0.613
7 H 3.975 4.134 -1.110
8 H 4.547 3.589 1.507
9 H 3.472 -0.156 -0.512
10 H 3.445 1.798 -2.323
11 Be 2.340 2.598 1.334
12 Si -1.639 -2.696 -1.650
13 C -2.659 -3.950 -0.686
14 C -4.056 -3.850 -0.567
15 H -4.580 -2.969 -0.957
16 C -4.775 -4.885 0.045
17 H -5.858 -4.814 0.110
18 C -4.120 -6.001 0.574
19 H -4.684 -6.812 1.041
20 C -2.725 -6.072 0.502
21 H -2.191 -6.917 0.934
22 C -1.998 -5.053 -0.119
23 H -0.908 -5.109 -0.169
24 C -2.518 -2.557 -3.297
25 C -2.725 -3.763 -3.988
26 H -2.478 -4.715 -3.514
27 C -3.235 -3.749 -5.287
28 H -3.351 -4.691 -5.826
29 C -3.605 -2.544 -5.889
30 H -4.004 -2.534 -6.904
31 C -3.447 -1.348 -5.183
32 H -3.748 -0.402 -5.637
33 C -2.901 -1.343 -3.898
34 H -2.771 -0.403 -3.357
35 H -0.471 -3.510 -2.012
36 Si -1.267 -0.490 -0.239
37 C -0.078 -0.240 -1.732
38 C 0.954 -1.140 -2.052
39 H 1.124 -2.043 -1.460
40 C 1.763 -0.929 -3.173
41 H 2.510 -1.681 -3.450
42 C 1.606 0.233 -3.932
43 H 2.221 0.394 -4.822
44 C 0.666 1.200 -3.542
45 H 0.564 2.131 -4.103
46 C -0.149 0.974 -2.433
47 H -0.845 1.751 -2.107
48 C -0.333 -1.607 0.985
49 C 1.055 -1.471 1.111
50 H 1.573 -0.645 0.613
51 C 1.788 -2.398 1.855
52 H 2.878 -2.322 1.892
53 C 1.123 -3.420 2.539
54 H 1.691 -4.167 3.102
55 C -0.277 -3.483 2.510
56 H -0.810 -4.270 3.051
57 C -1.006 -2.543 1.777
58 H -2.101 -2.563 1.778
59 H -2.662 -0.073 -0.078
60 Cl -0.642 1.343 0.737
61 C 0.256 5.804 -0.027
62 C 0.959 4.599 -0.127
63 N 1.379 3.946 0.977
64 C 1.060 4.457 2.205
65 C 0.357 5.661 2.385
66 C -0.031 6.347 1.221
67 C 0.114 6.063 3.748
68 C 0.508 5.287 4.817
69 C 1.192 4.033 4.638
70 C 1.613 3.153 5.652
71 C 2.255 1.965 5.309
72 C 2.493 1.650 3.969
73 N 2.113 2.495 2.987
74 C 1.467 3.656 3.316
75 H -0.043 6.303 -0.951
76 H 1.189 4.137 -1.087
77 H -0.556 7.298 1.316
78 H -0.406 7.010 3.909
79 H 0.302 5.606 5.842
80 H 1.427 3.411 6.691
81 H 2.597 1.260 6.064
82 H 2.982 0.721 3.663

---

# 3
DFT (the ωB97M-V functional and the def2-TZVPD basis) results for C5H9NO in the gas phase.

Summary:
molecular weight = 99.1 g mol⁻¹
total charge = 0
maximum force = 1.2 eV/A
electronic energy = -325.902347 Eh
HOMO-LUMO gap = 11.5 eV
E_LUMO = 0.7294 eV
energy above the lowest of the compared OMol25 structures with the same formula, charge and spin = 92.4 kJ/mol
E_HOMO = -10.8 eV

Positions of all 16 atoms, in Å:
1 C -1.491 -0.278 -0.696
2 C -0.764 -0.157 0.640
3 O -0.601 -1.417 1.273
4 C 0.621 0.536 0.544
5 C 1.655 -0.247 -0.278
6 C 0.465 1.902 0.017
7 N 0.315 2.959 -0.430
8 H -1.626 0.704 -1.162
9 H -2.479 -0.732 -0.555
10 H -0.926 -0.902 -1.402
11 H -1.387 0.449 1.313
12 H -0.550 -2.108 0.596
13 H 0.994 0.628 1.571
14 H 2.661 0.127 -0.080
15 H 1.481 -0.161 -1.353
16 H 1.633 -1.303 0.004